1.
C26H40Cl8F16O5 | wB97M-V/def2-TZVPD

Last column: Mulliken charge in e.
Element x y z (Å)
C -0.1285 2.3913 -2.4157  0.49
C -1.0411 3.2103 -3.4113  0.84
C -2.5783 2.8819 -3.2662  0.47
F -3.2202 3.6335 -4.1667  -0.31
F -2.8755 1.5571 -3.4337  -0.16
F -0.7781 4.5137 -3.1959  -0.33
F -0.6938 2.9829 -4.6721  -0.30
O 1.2607 2.3902 -2.6240  -0.40
C 2.0221 2.6279 -1.3966  0.99
C 3.5062 2.5075 -1.7569  0.01
F 3.9216 3.5484 -2.4634  -0.28
F 4.3424 2.2632 -0.7298  -0.21
F 1.6766 3.7337 -0.7137  -0.29
F 1.7010 1.7036 -0.5210  -0.17
H -0.2986 1.3205 -2.5279  -0.16
H -0.3245 2.7084 -1.3914  -0.46
H -3.0004 3.1232 -2.2906  -0.15
H 3.5322 1.5999 -2.3600  0.22
C 4.6374 -0.2883 4.3825  -1.04
C 3.5248 -0.3588 3.2917  0.99
C 4.0931 -0.1345 1.8752  0.89
F 4.6811 1.0622 1.7348  -0.25
F 4.9362 -1.0492 1.3950  -0.32
F 2.9253 -1.5210 3.3683  -0.29
F 2.6612 0.6074 3.4884  -0.29
O 5.3259 0.9392 4.2792  -0.36
C 6.7614 0.9458 4.3791  0.95
C 7.3409 2.3253 4.3278  0.13
F 8.6410 2.5039 4.4667  -0.26
F 6.9210 2.8916 3.1418  -0.22
F 7.0349 0.3667 5.5778  -0.30
F 7.3599 0.2391 3.4024  -0.28
H 5.2703 -1.1498 4.1693  0.44
H 4.1728 -0.3288 5.3677  0.41
H 3.2151 -0.0346 1.2371  -0.43
H 6.9171 2.8686 5.1724  0.19
C -4.8583 0.2786 0.7897  -0.44
C -4.2603 0.3713 -0.6484  2.17
C -5.3892 0.5039 -1.5585  -0.46
O -6.6036 0.5720 -0.7711  -0.49
C -6.3120 -0.1025 0.4482  -0.62
H -4.9662 1.2103 1.3450  0.16
H -4.3491 -0.4277 1.4453  0.33
H -3.5549 -0.4362 -0.8445  -0.92
H -3.6267 1.2543 -0.7314  -1.00
H -5.4784 -0.3050 -2.2836  0.30
H -5.2770 1.3367 -2.2527  0.23
H -6.5304 -1.1704 0.4446  0.25
H -6.9876 0.2589 1.2235  0.39
C -0.6432 3.2480 2.1157  -0.78
C -1.1315 4.5718 1.4651  -0.52
C -2.4318 4.2233 0.8004  -0.74
O -2.1098 2.9625 0.2410  -0.22
C -1.4283 2.2137 1.3224  0.46
H -0.7539 3.1859 3.1983  0.42
H 0.4350 3.1837 1.9693  0.09
H -0.3724 4.8445 0.7320  0.11
H -1.2102 5.4234 2.1410  0.45
H -2.7829 4.9758 0.0944  0.42
H -3.2967 4.1727 1.4619  0.31
H -0.8292 1.3951 0.9236  -0.66
H -2.1683 1.7074 1.9422  0.67
C -0.9317 -2.2413 -0.4376  0.94
C -1.3135 -2.4384 0.9572  0.23
C -0.6120 -1.3444 1.7364  -0.66
O 0.3437 -0.7517 0.7728  0.19
C 0.4406 -1.6383 -0.3597  -0.06
H -1.5685 -1.5297 -0.9631  -1.27
H -0.9619 -3.1780 -0.9942  0.30
H -0.8592 -3.4047 1.1761  -0.39
H -2.3776 -2.4748 1.1906  0.42
H -0.1272 -1.7993 2.6002  0.24
H -1.2447 -0.5098 2.0385  0.03
H 1.2148 -2.3982 -0.2538  0.02
H 0.5855 -1.1373 -1.3168  0.18
C 0.3745 -6.2460 1.2866  -0.47
Cl 0.0181 -6.9013 -0.2860  -0.19
Cl 1.7209 -5.0017 1.2226  -0.31
H -0.5173 -5.6805 1.5565  -0.34
H 0.6040 -7.0361 2.0016  0.84
C 2.1247 -5.1386 -3.2290  -0.44
Cl 0.3958 -5.4304 -3.7056  -0.21
Cl 2.3811 -3.4292 -2.7172  -0.15
H 2.3805 -5.7812 -2.3865  0.27
H 2.7285 -5.3641 -4.1080  0.40
C -4.1331 -4.1987 -1.6656  0.61
Cl -5.8939 -4.3979 -1.4018  -0.24
Cl -3.2119 -5.3489 -0.6247  -0.38
H -3.8460 -4.2424 -2.7162  0.29
H -3.8530 -3.2137 -1.2920  -0.58
C -0.0913 -1.2330 -5.0597  -0.56
Cl 0.9990 0.1791 -5.0168  -0.13
Cl -0.9974 -1.4352 -3.6513  0.07
H -0.7617 -1.1243 -5.9122  0.37
H 0.4639 -2.1639 -5.1746  0.29

Calculated values
2S+1	2
total charge	-1
calculated total energy	-6670.152710	hartree
orbital gap (alpha / beta)	0.064 / 0.354	hartree



2.
C26H40CrOS5Se2 | wB97M-V/def2-TZVPD

Last column: Mulliken charge in e.
Element x y z (Å)
Cr 0.4540 -1.4982 -0.8082  0.79
C -0.5443 -3.7304 -3.2477  -0.93
C 0.5383 -4.4877 -2.5002  -0.88
S 0.5429 -3.8487 -0.8028  -0.14
C 2.0272 -4.5381 -0.0061  -1.02
C 2.4894 -3.5586 1.0591  -0.82
S 2.4954 -1.8305 0.4974  0.17
C 3.6045 -2.0092 -0.9463  -0.58
C 3.6552 -0.7074 -1.7133  -0.96
S 1.9738 -0.0515 -1.9977  0.28
C 1.6237 -0.2758 -3.7688  -1.30
C 1.0206 -1.6257 -4.0713  -0.60
S -0.4539 -1.9224 -3.0284  0.16
H -1.5412 -4.0179 -2.9131  0.47
H -0.4743 -3.9264 -4.3179  0.57
H 1.5270 -4.3695 -2.9437  0.43
H 0.2955 -5.5496 -2.4639  0.57
H 2.7823 -4.7498 -0.7609  0.50
H 1.7326 -5.4757 0.4615  0.58
H 3.4983 -3.7953 1.3969  0.57
H 1.8300 -3.5641 1.9270  0.45
H 3.2111 -2.8102 -1.5702  0.13
H 4.5958 -2.2854 -0.5841  0.61
H 4.1594 -0.8282 -2.6710  0.53
H 4.1727 0.0660 -1.1475  0.46
H 2.5481 -0.1195 -4.3224  0.56
H 0.9398 0.5370 -4.0164  0.45
H 1.7378 -2.4260 -3.8895  0.33
H 0.6916 -1.6740 -5.1107  0.53
C -5.9439 -1.0382 -0.3886  -1.01
Se -4.1184 -0.3981 -0.5931  0.14
C -3.6220 -0.4224 1.3134  -0.86
C -3.1985 -1.7961 1.8194  -0.94
Se -1.7006 -2.5848 0.8252  0.47
C -2.2688 -4.4390 0.9985  -1.13
H -6.4030 -1.0284 -1.3731  0.37
H -6.4884 -0.3637 0.2676  0.34
H -5.9628 -2.0486 0.0102  0.30
H -4.5196 -0.1061 1.8419  0.68
H -2.8466 0.3247 1.4675  0.15
H -4.0336 -2.4860 1.7200  0.44
H -2.8786 -1.7849 2.8592  0.52
H -2.3090 -4.6801 2.0558  0.45
H -1.5563 -5.0844 0.4963  0.37
H -3.2498 -4.5432 0.5459  0.39
O -0.3953 0.2453 -0.2599  -0.31
S 0.1645 1.7277 -0.3200  0.59
C 1.0177 1.8861 1.2898  -0.66
C 2.1349 2.9084 1.2424  0.20
C 2.2339 3.8855 2.2259  -0.57
C 3.2443 4.8356 2.1723  -0.76
C 4.1652 4.8222 1.1352  -0.54
C 4.0923 3.8346 0.1625  -0.89
C 3.0875 2.8828 0.2210  0.36
C -1.2750 2.8995 -0.3013  -1.28
C -1.7209 3.5532 0.9733  0.28
C -0.9931 4.6120 1.5125  -0.21
C -1.4243 5.2447 2.6674  -0.70
C -2.6170 4.8632 3.2681  -0.52
C -3.3714 3.8388 2.7141  -0.85
C -2.9226 3.1853 1.5759  -0.28
H 1.4016 0.8737 1.4327  0.34
H 0.2751 2.1129 2.0541  0.54
H 1.5328 3.8979 3.0527  0.51
H 3.3137 5.5905 2.9460  0.45
H 4.9403 5.5756 1.0846  0.43
H 4.8197 3.8112 -0.6402  0.44
H 3.0307 2.1086 -0.5375  0.24
H -2.0686 2.3067 -0.7611  0.59
H -0.9301 3.6481 -1.0197  0.56
H -0.1055 4.9692 1.0032  0.56
H -0.8385 6.0533 3.0888  0.47
H -2.9762 5.3912 4.1426  0.42
H -4.3195 3.5639 3.1592  0.43
H -3.5295 2.4241 1.1088  0.56

Calculated values
2S+1	2
total charge	+3
energy relative to the best compared isomer or geometry (same formula, charge and spin)	31.6	kcal per mole
calculated total energy	-8927.242266	hartree
orbital gap (alpha / beta)	0.158 / 0.188	hartree